{"formula": "C21H25N3O3S", "method": "ωB97M-V with the def2-TZVPD basis set", "smiles": "Cc1ccc(OCc2nnc(SCC(=O)C(C)(C)C)n2Cc2ccco2)cc1", "max_force_ev_per_a": 1.25, "multiplicity": 1, "e_above_lowest_ev": 3.434, "e_lumo_ha": 0.022, "symbols": ["S", "O", "O", "O", "N", "N", "N", "C", "C", "C", "C", "C", "C", "C", "C", "C", "C", "C", "C", "C", "C", "C", "C", "C", "C", "C", "C", "C", "H", "H", "H", "H", "H", "H", "H", "H", "H", "H", "H", "H", "H", "H", "H", "H", "H", "H", "H", "H", "H", "H", "H", "H", "H"], "xyz": [[-3.217, 0.170, -0.623], [1.836, -0.946, -2.916], [-0.524, -1.910, -0.153], [-1.719, 0.871, 1.811], [-0.885, -0.057, -2.045], [-1.124, 1.833, -0.950], [0.069, 1.857, -1.569], [-0.370, -3.703, -1.457], [-0.017, -4.069, -0.135], [-0.128, -2.938, 0.610], [-2.280, 1.826, 1.339], [-1.681, 0.684, -1.223], [2.340, -1.360, -1.705], [3.286, -3.208, -0.497], [-0.670, -2.374, -1.408], [0.220, 0.736, -2.212], [-1.922, 3.253, 1.746], [3.352, -2.444, 0.664], [-0.409, 3.303, 1.976], [2.788, -2.679, -1.667], [2.413, -0.581, -0.561], [-2.310, 4.320, 0.724], [-3.484, 1.632, 0.424], [3.876, -3.043, 1.935], [1.404, 0.387, -3.049], [2.914, -1.131, 0.609], [-2.663, 3.500, 3.070], [-1.123, -1.410, -2.466], [-2.406, 4.483, 3.456], [2.076, 0.443, -0.555], [-1.888, 5.274, 1.030], [2.953, -0.514, 1.495], [-1.903, 4.062, -0.250], [-2.381, 2.752, 3.808], [-3.389, 4.443, 0.653], [2.203, 1.102, -2.815], [-2.201, -1.521, -2.645], [-3.672, 2.480, -0.227], [0.042, -2.733, 1.647], [4.887, -3.419, 1.790], [2.727, -3.270, -2.567], [-0.106, 2.513, 2.657], [-4.366, 1.412, 1.027], [0.279, -5.040, 0.204], [-0.122, 4.264, 2.396], [-0.395, -4.335, -2.320], [1.147, 0.489, -4.111], [-3.742, 3.457, 2.926], [3.250, -3.880, 2.243], [-0.583, -1.602, -3.397], [3.889, -2.307, 2.734], [3.626, -4.234, -0.479], [0.103, 3.160, 1.028]], "atomic_forces_ev_per_a": [[-0.5, -0.1, 0.2], [0.0, -0.2, 0.1], [-0.2, 0.5, -0.2], [0.0, -0.1, 0.2], [0.0, 0.8, 0.2], [-0.8, -0.2, 0.2], [1.1, 0.0, -0.5], [-0.3, 0.7, -0.1], [-0.1, 0.3, 0.4], [0.2, -0.9, 0.1], [-0.1, 0.3, 0.2], [0.0, 0.1, -0.2], [0.2, -0.1, 0.2], [0.0, 0.2, -0.1], [0.1, -0.8, -0.5], [0.0, 0.0, 0.0], [0.3, 0.1, 0.2], [0.1, 0.1, 0.1], [-0.2, -0.1, 0.0], [0.0, 0.2, -0.1], [-0.1, 0.2, -0.3], [0.0, -0.1, 0.1], [0.1, -0.4, -0.5], [0.0, 0.0, -0.1], [0.1, 0.3, -0.2], [0.1, -0.2, 0.0], [0.1, -0.1, -0.1], [-0.1, -0.4, 0.2], [0.0, 0.1, 0.0], [0.0, 0.1, 0.0], [0.0, 0.1, 0.1], [0.0, 0.1, 0.1], [0.0, 0.1, -0.1], [0.0, -0.1, 0.1], [-0.1, 0.1, -0.1], [-0.1, -0.1, 0.0], [0.2, 0.1, -0.1], [0.0, 0.0, 0.1], [0.0, 0.1, 0.1], [0.1, 0.0, 0.1], [0.0, -0.1, -0.1], [0.1, 0.0, 0.0], [0.0, 0.0, 0.0], [0.1, -0.2, 0.2], [0.0, 0.1, 0.0], [0.0, -0.1, -0.3], [0.1, 0.0, 0.2], [-0.2, 0.0, 0.0], [0.0, -0.1, 0.1], [-0.2, 0.0, 0.1], [0.0, 0.0, 0.1], [0.0, -0.1, 0.0], [0.1, 0.0, -0.1]]}



{"formula": "C21H25N3O4", "method": "ωB97M-V with the def2-TZVPD basis set", "smiles": "COCC(=O)N1CCC(Oc2cccc(C(=O)NCc3ccccn3)c2)CC1", "max_force_ev_per_a": 18.74, "multiplicity": 1, "e_above_lowest_ev": 20.405, "e_lumo_ha": 0.005, "symbols": ["O", "O", "O", "O", "N", "N", "N", "C", "C", "C", "C", "C", "C", "C", "C", "C", "C", "C", "C", "C", "C", "C", "C", "C", "C", "C", "C", "C", "H", "H", "H", "H", "H", "H", "H", "H", "H", "H", "H", "H", "H", "H", "H", "H", "H", "H", "H", "H", "H", "H", "H", "H", "H"], "xyz": [[-0.962, 1.009, -0.640], [4.055, 1.183, -1.949], [-7.031, -0.169, -0.488], [-5.223, -2.901, 0.873], [4.957, 1.098, 0.052], [7.369, -0.968, 1.047], [-4.350, -0.861, -0.324], [-2.508, 0.276, 0.771], [6.337, 1.035, -0.348], [1.319, 2.581, 1.550], [1.402, 1.221, -0.515], [0.182, 2.420, 0.963], [0.209, 1.571, -0.084], [2.630, 2.495, 1.005], [-4.509, 0.334, -1.113], [-6.592, -1.573, -0.709], [-3.128, -1.091, 0.605], [-2.145, 1.233, -0.302], [7.565, -2.229, 1.020], [-7.531, -0.054, 0.960], [6.846, -3.156, 0.383], [6.554, -0.638, -0.354], [-3.143, 0.958, -1.488], [3.891, 1.291, -0.897], [5.708, -1.508, -0.717], [2.623, 1.831, -0.356], [6.151, -3.001, -0.553], [-5.357, -1.877, 0.059], [5.514, -3.821, -1.269], [-7.309, -2.500, -0.481], [-2.339, 2.207, -0.195], [-3.256, 0.859, 1.641], [-4.887, 1.071, -0.452], [4.787, 1.150, 1.072], [-2.707, 0.044, -2.158], [1.273, 3.361, 2.495], [-5.230, 0.167, -1.824], [7.062, -4.259, 0.435], [-3.204, -1.864, 1.397], [-2.381, -1.623, -0.096], [7.185, 1.249, 0.201], [5.070, -1.292, -1.696], [-8.162, -0.715, 1.077], [3.447, 3.010, 1.403], [1.550, 0.655, -1.682], [-3.174, 1.419, -2.302], [-0.881, 2.468, 1.563], [-1.488, 0.245, 1.424], [8.441, -2.561, 1.784], [-6.580, -0.150, 1.560], [6.421, 0.965, -1.408], [-7.967, 0.997, 0.873], [-6.503, -1.593, -1.813]], "atomic_forces_ev_per_a": [[10.0, -1.2, -3.7], [2.8, -2.5, -17.9], [-1.0, -2.8, 2.0], [-0.1, 5.1, -3.7], [-0.8, 2.0, 1.7], [-0.6, 0.7, -5.2], [-0.3, -5.9, 4.8], [-0.4, 1.8, 8.3], [-2.0, -6.9, -2.3], [6.2, 6.5, 5.5], [3.6, -2.8, -9.3], [-7.5, -2.0, 1.3], [-4.6, -0.6, -0.5], [-3.1, -1.8, -3.9], [2.4, 1.6, 2.9], [-2.7, -0.7, -0.5], [1.9, 0.2, -5.1], [-7.5, -2.3, -1.1], [4.5, 2.3, 6.3], [7.8, 8.1, -4.1], [7.6, -9.3, 6.9], [2.7, 5.2, 7.9], [1.3, -9.4, 3.2], [-0.7, 2.8, 16.3], [-2.0, -5.4, -6.7], [-0.4, 0.5, 8.0], [-13.3, 4.3, -12.4], [2.5, -0.5, 0.6], [2.2, 2.3, 2.4], [0.7, 2.5, -0.1], [-0.8, 4.1, 2.0], [1.8, -1.3, -2.4], [-1.2, 0.9, 0.6], [-0.1, -0.1, -1.3], [0.0, 1.1, 2.0], [0.2, -2.4, -1.9], [-1.1, -0.1, -2.2], [0.7, 1.0, 1.1], [-0.8, 1.4, 0.0], [-0.9, 0.4, 0.8], [1.0, 1.8, 1.4], [1.0, -0.3, 2.3], [-6.3, -6.6, 1.6], [1.1, 0.4, 0.8], [-1.3, 0.9, 3.6], [-0.6, 6.0, -6.1], [2.8, 0.6, -1.5], [-2.4, -0.5, -1.3], [-2.3, 0.3, -1.5], [-1.4, 0.3, -0.1], [0.1, 2.0, -1.0], [0.6, -1.5, 1.0], [0.6, -0.2, 0.6]]}



{"formula": "C21H25N3O4S", "method": "ωB97M-V with the def2-TZVPD basis set", "smiles": "COc1ccccc1N(C[C@@H](O)Cn1nc(C)cc1C)S(=O)(=O)c1ccccc1", "max_force_ev_per_a": 1.11, "multiplicity": 1, "e_above_lowest_ev": 2.716, "e_lumo_ha": 0.025, "symbols": ["S", "O", "O", "O", "O", "N", "N", "N", "C", "C", "C", "C", "C", "C", "C", "C", "C", "C", "C", "C", "C", "C", "C", "C", "C", "C", "C", "C", "C", "H", "H", "H", "H", "H", "H", "H", "H", "H", "H", "H", "H", "H", "H", "H", "H", "H", "H", "H", "H", "H", "H", "H", "H", "H"], "xyz": [[-1.678, 0.597, 2.545], [1.136, -1.530, 0.622], [-1.052, 0.742, 3.822], [-2.656, 1.586, 2.151], [-1.228, 2.917, 0.199], [-0.516, 0.497, 1.375], [0.794, 1.391, -2.390], [1.212, 0.121, -2.338], [-0.985, 0.475, 0.011], [0.853, 0.551, 1.689], [1.975, -2.464, -0.015], [3.553, 0.692, 2.293], [0.574, 1.795, -3.664], [3.069, -0.382, 1.563], [1.715, -0.481, 1.274], [0.107, 3.161, -4.013], [-3.842, -1.067, 2.754], [-4.477, -2.299, 2.758], [1.722, -1.677, -3.947], [0.889, 0.723, -4.470], [-0.895, 1.863, -0.660], [-2.395, -3.371, 2.211], [0.533, 2.125, -1.188], [2.698, 1.683, 2.737], [-1.756, -2.142, 2.208], [1.351, 1.615, 2.424], [-2.490, -1.004, 2.478], [1.281, -0.301, -3.590], [-3.751, -3.448, 2.489], [-1.852, 2.601, 0.878], [2.634, -1.639, -4.542], [2.640, -1.968, -0.726], [-4.376, -0.151, 2.952], [2.563, -3.039, 0.708], [3.754, -1.149, 1.239], [0.852, 3.907, -3.732], [-4.245, -4.409, 2.494], [0.955, -2.177, -4.537], [-5.533, -2.361, 2.972], [1.308, -3.138, -0.550], [-1.583, 1.854, -1.526], [-0.058, 3.225, -5.085], [-1.835, -4.269, 1.999], [0.631, 3.195, -1.380], [1.260, 1.831, -0.429], [4.608, 0.744, 2.515], [0.846, 0.678, -5.539], [-2.029, 0.153, 0.051], [1.909, -2.252, -3.046], [-0.705, -2.058, 1.984], [0.666, 2.386, 2.738], [3.076, 2.513, 3.312], [-0.822, 3.401, -3.498], [-0.407, -0.244, -0.576]], "atomic_forces_ev_per_a": [[0.1, -0.5, 0.1], [-0.1, 0.4, 0.3], [0.2, -0.1, -0.1], [-0.1, -0.2, -0.1], [0.0, 0.1, 0.2], [-0.8, -0.2, 0.8], [0.0, 0.1, -0.6], [0.3, -0.7, 0.4], [-0.3, 0.3, -0.6], [0.5, -0.1, 0.3], [0.2, -0.2, -0.1], [-0.1, 0.0, 0.0], [0.1, -0.2, -0.1], [0.0, -0.2, -0.2], [-0.2, 0.1, 0.0], [0.0, 0.0, 0.1], [-0.1, 0.1, 0.0], [0.0, 0.0, 0.0], [0.0, 0.1, 0.0], [-0.1, 0.1, 0.2], [0.1, -0.2, -0.3], [0.0, 0.0, 0.0], [-0.5, 0.2, 0.6], [0.0, 0.1, 0.0], [0.1, -0.1, 0.0], [0.2, -0.1, -0.2], [0.2, 0.5, 0.0], [-0.1, 0.3, 0.0], [0.0, 0.0, 0.0], [0.1, 0.1, -0.2], [0.0, -0.1, 0.0], [0.0, 0.0, 0.0], [-0.2, 0.1, 0.0], [0.0, 0.0, 0.0], [0.0, -0.1, -0.1], [0.0, 0.1, 0.0], [0.0, -0.1, 0.0], [0.0, -0.1, 0.0], [-0.1, 0.0, 0.0], [0.1, 0.0, 0.0], [0.2, -0.1, 0.1], [0.0, 0.0, 0.0], [0.1, -0.1, 0.0], [0.0, -0.1, 0.0], [0.0, 0.1, -0.2], [0.1, 0.0, 0.0], [0.0, 0.1, -0.2], [0.1, 0.0, -0.2], [0.0, -0.1, 0.0], [0.1, -0.1, -0.1], [0.0, 0.1, 0.0], [0.0, 0.1, 0.1], [-0.1, 0.1, 0.0], [-0.2, 0.0, 0.1]]}



{"formula": "C21H25N4O5P", "method": "ωB97M-V with the def2-TZVPD basis set", "smiles": "CCOCC1=C([PH2]=N)C(=O)C(CON=O)=C(C)C1=O.c1ccncc1.c1ccncc1", "max_force_ev_per_a": 1.66, "multiplicity": 1, "e_lumo_ha": -0.051, "symbols": ["P", "O", "O", "O", "O", "O", "N", "N", "N", "N", "C", "C", "C", "C", "C", "C", "C", "C", "C", "C", "C", "C", "C", "C", "C", "C", "C", "C", "C", "C", "C", "H", "H", "H", "H", "H", "H", "H", "H", "H", "H", "H", "H", "H", "H", "H", "H", "H", "H", "H", "H", "H", "H", "H", "H", "H"], "xyz": [[1.083, 2.148, -0.560], [-2.938, 5.630, -0.902], [-4.313, 4.058, -0.448], [-1.586, 1.815, 3.845], [2.063, 1.803, 2.444], [-1.867, 1.010, -0.964], [2.079, -1.916, -3.170], [-3.228, 4.901, -0.047], [0.248, -5.757, -0.791], [0.834, 1.599, -1.999], [0.913, 2.562, 2.743], [-0.415, -4.345, 1.517], [1.041, -5.763, 0.279], [0.758, -5.080, 1.451], [-4.094, 2.656, -0.183], [-0.289, 2.228, 1.893], [-1.565, 2.145, 2.679], [1.609, -1.414, -4.311], [-2.816, 2.534, 1.979], [3.225, 2.610, 2.221], [-0.359, 2.037, 0.567], [-2.883, 2.352, 0.655], [0.960, -2.168, -5.275], [0.791, -3.524, -5.043], [-3.920, 3.105, 2.812], [-0.875, -5.046, -0.710], [-1.250, -4.325, 0.413], [4.413, 1.706, 1.934], [1.906, -3.219, -2.963], [1.273, -4.064, -3.862], [-1.707, 1.739, -0.023], [1.096, 3.640, 2.675], [-4.976, 2.299, 0.347], [-0.671, -3.795, 2.414], [0.595, -1.702, -6.180], [2.292, -3.601, -2.024], [0.288, -4.149, -5.770], [4.657, 1.729, 0.874], [3.411, 3.186, 3.131], [-3.527, 3.619, 3.683], [-4.542, 3.776, 2.229], [-1.502, -5.056, -1.595], [0.626, 2.352, 3.774], [-4.542, 2.281, 3.170], [2.132, 1.487, 0.084], [5.288, 2.115, 2.436], [1.763, -0.349, -4.450], [-2.173, -3.762, 0.418], [1.440, -5.124, 2.289], [3.025, 3.298, 1.397], [1.468, 0.837, -2.208], [1.951, -6.346, 0.185], [-3.996, 2.155, -1.142], [1.413, 3.520, -0.548], [4.235, 0.689, 2.268], [1.160, -5.116, -3.635]], "atomic_forces_ev_per_a": [[0.1, -1.1, -1.3], [-0.4, 0.3, 0.2], [0.1, 0.1, -0.4], [0.1, 0.1, -0.1], [0.1, 0.2, -0.4], [0.0, -0.2, -0.3], [0.0, 0.0, 0.0], [0.4, -0.4, -0.1], [0.0, 0.0, 0.0], [0.1, 0.4, 0.1], [-0.1, -0.4, 0.2], [0.0, 0.0, 0.0], [0.0, 0.0, -0.1], [0.0, 0.0, 0.0], [-0.1, 0.0, 0.6], [0.0, 0.1, -0.2], [-0.2, -0.1, 0.1], [0.1, 0.2, 0.0], [-0.2, 0.3, -0.3], [-0.2, -0.4, 0.5], [0.4, 0.3, 0.5], [0.2, 0.3, 0.4], [0.0, -0.1, 0.0], [0.0, 0.0, 0.0], [-0.1, -0.4, -0.1], [0.0, 0.0, -0.1], [0.0, 0.0, 0.0], [0.2, 0.7, -0.3], [0.0, 0.0, 0.1], [0.0, 0.0, -0.1], [0.0, -0.1, 0.0], [0.1, 0.1, -0.1], [-0.1, 0.0, -0.2], [0.0, 0.0, 0.0], [0.0, 0.0, 0.0], [0.0, -0.1, 0.0], [0.0, 0.0, 0.0], [-0.1, -0.3, -0.1], [0.0, 0.2, 0.0], [0.0, 0.0, 0.0], [0.0, 0.1, 0.0], [0.0, 0.0, 0.0], [0.0, 0.1, 0.1], [-0.1, 0.1, 0.1], [0.0, 0.3, 0.4], [0.1, -0.2, 0.1], [-0.1, 0.0, -0.1], [0.0, 0.0, 0.0], [0.0, 0.0, 0.0], [0.1, 0.1, 0.0], [-0.2, -0.1, -0.1], [0.0, 0.0, 0.0], [0.0, 0.0, -0.1], [-0.1, 0.1, 0.5], [0.0, -0.1, 0.0], [0.0, 0.0, 0.1]]}